<i>
{"formula": "C3HGdO2", "method": "the ωB97M-V functional and the def2-TZVPD basis", "e_homo_ha": [-0.718, -0.659], "total_charge": 2, "spin_multiplicity": 8, "gap_ev": [8.9265, 5.5919], "symbols": ["Gd", "O", "O", "C", "C", "C", "H"], "coordinates": [[-0.032, -1.120, -0.413], [1.016, 0.408, -2.114], [0.108, 2.545, 1.679], [-0.218, 1.415, 1.669], [-0.661, 0.207, 1.467], [1.484, 1.243, -2.727], [-1.169, -0.258, 2.325]]}


<ii>
{"formula": "C3HGdO2", "method": "the ωB97M-V functional and the def2-TZVPD basis", "e_homo_ha": [-0.721, -0.669], "total_charge": 2, "spin_multiplicity": 8, "gap_ev": [8.2713, 3.8016], "symbols": ["Gd", "O", "O", "C", "C", "C", "H"], "coordinates": [[-1.797, 1.835, 1.757], [0.315, 0.999, 0.993], [-1.479, 0.176, 0.068], [-0.217, 0.281, 0.099], [0.671, -1.731, -1.208], [0.607, -0.542, -0.791], [1.899, -1.018, -0.918]]}


Most stable structure: <i>